Formula: C36H43AlCl3N5O2SSiTe
Source: the Open Molecules 2025 dataset
Level of theory: the ωB97M-V functional and the def2-TZVPD basis

Geometry as XYZ:
```
93
Properties=species:S:1:pos:R:3:mulliken_charge:R:1
Al 0.10 0.89 -0.93 -1.20
N 2.65 1.55 3.57 -0.55
C 2.13 0.66 2.63 0.26
S 2.00 -1.02 3.31 -0.29
N 1.89 1.06 1.45 -1.46
N 1.49 0.27 0.42 1.10
C 2.06 -0.92 0.19 -1.01
C 1.51 -1.64 -0.89 1.10
C 1.95 -2.91 -1.33 -1.15
C 1.37 -3.49 -2.42 -0.52
C 0.36 -2.79 -3.12 -0.96
C -0.02 -1.56 -2.64 -0.50
N 0.49 -1.00 -1.54 0.62
H 2.24 1.44 4.49 0.27
H 2.58 2.50 3.23 0.26
H 2.91 -1.29 0.74 0.52
H 2.75 -3.41 -0.78 0.44
H 1.69 -4.46 -2.76 0.42
H -0.13 -3.20 -3.99 0.51
H -0.76 -0.95 -3.15 1.08
C -2.70 -6.20 -3.22 -1.75
C -2.86 -4.73 -3.47 0.78
C -3.03 -3.84 -2.42 -1.13
C -3.17 -2.47 -2.64 1.21
C -3.32 -1.55 -1.46 -1.64
C -3.14 -1.98 -3.95 0.58
Te -3.42 0.10 -4.27 0.92
N -0.82 1.35 -2.62 -0.08
C 0.21 2.08 -2.78 0.32
O 1.17 2.10 -1.81 -0.54
C 0.48 2.96 -3.96 -0.32
C -0.38 2.91 -5.06 -0.04
C -0.16 3.72 -6.16 -0.48
C 0.92 4.60 -6.18 -0.48
C 1.77 4.65 -5.09 -0.56
C 1.56 3.83 -3.98 -0.43
C -5.06 -0.14 -5.62 -0.34
C -4.99 0.50 -6.87 1.37
C -3.81 1.33 -7.29 -1.66
C -6.06 0.37 -7.76 -1.15
C -7.19 -0.37 -7.45 0.66
C -8.33 -0.49 -8.41 -1.52
C -7.24 -0.99 -6.20 -1.01
C -6.20 -0.88 -5.28 1.10
C -6.36 -1.56 -3.95 -1.43
C -2.93 -2.86 -5.02 0.90
C -2.82 -2.38 -6.45 -1.61
C -2.80 -4.22 -4.76 -1.18
H -2.88 -6.45 -2.17 0.38
H -1.70 -6.54 -3.48 0.32
H -3.41 -6.78 -3.83 0.37
H -3.05 -4.21 -1.40 0.28
H -3.23 -2.11 -0.53 0.38
H -4.29 -1.05 -1.47 0.23
H -2.56 -0.77 -1.45 0.17
H -1.21 2.21 -5.02 0.35
H -0.83 3.67 -7.01 0.40
H 1.09 5.23 -7.04 0.36
H 2.62 5.34 -5.09 0.37
H 2.22 3.86 -3.13 0.50
H -3.68 2.20 -6.65 0.28
H -3.93 1.68 -8.32 0.40
H -2.88 0.76 -7.22 0.27
H -6.00 0.87 -8.72 0.27
H -8.06 -0.11 -9.40 0.36
H -9.20 0.08 -8.06 0.30
H -8.65 -1.53 -8.53 0.36
H -8.12 -1.57 -5.93 0.39
H -5.77 -2.48 -3.90 0.22
H -7.40 -1.81 -3.77 0.45
H -6.01 -0.91 -3.14 0.16
H -2.16 -1.51 -6.52 0.21
H -3.79 -2.09 -6.85 0.22
H -2.41 -3.18 -7.08 0.48
H -2.64 -4.90 -5.59 0.37
C -2.37 2.43 1.94 -1.80
C -1.99 2.31 0.47 1.66
C -1.45 3.66 -0.02 -1.57
C -3.23 1.93 -0.35 -1.32
O -1.00 1.32 0.37 0.82
H -3.16 3.17 2.09 0.36
H -1.50 2.71 2.53 0.36
H -2.74 1.46 2.30 0.30
H -2.18 4.46 0.15 0.52
H -1.23 3.61 -1.09 0.17
H -0.53 3.90 0.52 0.35
H -3.99 2.71 -0.28 0.51
H -3.64 1.00 0.02 0.24
H -2.95 1.81 -1.40 0.12
Cl -0.33 -2.84 4.72 -0.32
Si -0.08 -1.21 3.50 0.45
Cl -0.87 0.41 4.45 -0.25
Cl -1.09 -1.57 1.79 0.10
```

Output
multiplicity = 2
energy above the lowest of the compared OMol25 structures with the same formula, charge and spin = 0.000 eV
total energy = -119757.37800 eV
charge = -1